A 6-piece molecular cluster, C34H54I2N2O15S overall in a non-equilibrium geometry. Source: the Open Molecules 2025 dataset; level of theory: ωB97M-V/def2-TZVPD.

HOMO level in eV: -8.839
SMILES: [H]/N=C/CN1C(=O)c2cc(I)c(CCCCS(=O)(=O)O)c(I)c2C1=O.CCOC(C)=O.CCOC(C)=O.CCOC(C)=O.CCOC(C)=O.CCOC(C)=O
LUMO level in eV: -0.22
2S+1: 1
Energy in eV: -96860.80890
Frontier orbital gap in eV: 8.62
Largest force on an atom in hartree/bohr: 0.07065

Last column: Löwdin charge in e.
Positions of all 108 atoms, in Å:
1 H -4.620 -5.810 -3.250  0.02
2 N -3.952 -5.767 -2.461  0.11
3 C -2.909 -6.410 -2.807  -0.23
4 C -1.686 -6.624 -1.862  -0.12
5 N -0.409 -6.010 -2.333  0.06
6 C -0.404 -4.627 -2.694  -0.35
7 O -1.068 -4.012 -3.487  0.12
8 C 0.718 -3.856 -1.933  -0.04
9 C 1.204 -2.504 -2.047  -0.03
10 C 2.318 -2.137 -1.150  -0.54
11 I 3.120 -0.130 -1.282  0.92
12 C 2.853 -3.115 -0.211  -0.27
13 C 4.005 -2.743 0.784  -0.23
14 C 3.285 -2.486 2.185  -0.22
15 C 4.288 -2.444 3.387  -0.22
16 C 3.526 -2.565 4.778  -0.19
17 S 4.803 -2.269 6.095  0.65
18 O 6.104 -2.197 5.441  -0.31
19 O 4.819 -3.341 7.080  -0.31
20 O 4.540 -0.779 6.724  -0.18
21 C 2.346 -4.493 -0.115  -0.51
22 I 3.136 -5.945 1.247  0.98
23 C 1.266 -4.842 -1.001  -0.11
24 C 0.476 -6.148 -1.178  -0.38
25 O 0.534 -7.114 -0.476  0.08
26 H -2.891 -6.888 -3.822  0.12
27 H -1.980 -6.249 -0.843  0.14
28 H -1.589 -7.736 -1.747  0.13
29 H 0.734 -1.802 -2.762  0.12
30 H 4.787 -3.535 0.842  0.08
31 H 4.491 -1.776 0.485  0.04
32 H 2.683 -1.551 2.051  0.12
33 H 2.536 -3.314 2.333  0.07
34 H 4.781 -1.446 3.390  0.12
35 H 4.987 -3.306 3.324  0.12
36 H 3.098 -3.586 4.936  0.11
37 H 2.702 -1.811 4.866  0.11
38 H 3.932 -0.885 7.487  0.10
39 C -3.869 -4.994 -8.229  -0.06
40 C -5.350 -4.786 -7.986  -0.23
41 O -5.765 -5.401 -6.761  0.00
42 C -5.696 -4.803 -5.560  -0.53
43 C -4.874 -3.558 -5.403  0.03
44 O -6.225 -5.309 -4.601  0.08
45 H -3.265 -4.524 -7.451  0.07
46 H -3.576 -4.576 -9.194  0.08
47 H -3.628 -6.058 -8.220  0.08
48 H -5.633 -3.732 -8.012  0.11
49 H -5.917 -5.277 -8.778  0.12
50 H -3.854 -3.832 -5.127  0.10
51 H -5.312 -2.960 -4.604  0.09
52 H -4.861 -2.924 -6.287  0.08
53 C -8.318 0.373 -2.580  -0.07
54 C -7.506 -0.870 -2.882  -0.23
55 O -6.128 -0.548 -3.105  -0.01
56 C -5.206 -0.446 -2.133  -0.53
57 C -5.657 -0.356 -0.698  0.01
58 O -4.046 -0.358 -2.429  0.11
59 H -7.983 0.857 -1.661  0.07
60 H -9.375 0.125 -2.474  0.08
61 H -8.207 1.104 -3.383  0.08
62 H -7.611 -1.635 -2.111  0.12
63 H -7.866 -1.317 -3.811  0.12
64 H -5.796 0.691 -0.429  0.09
65 H -4.879 -0.786 -0.068  0.10
66 H -6.566 -0.917 -0.488  0.07
67 C 7.149 2.865 10.437  -0.07
68 C 5.795 2.320 10.035  -0.24
69 O 5.299 2.975 8.862  -0.01
70 C 5.594 2.592 7.603  -0.53
71 C 6.733 1.631 7.381  0.01
72 O 5.001 3.077 6.677  0.11
73 H 7.900 2.683 9.667  0.07
74 H 7.489 2.404 11.366  0.08
75 H 7.096 3.946 10.581  0.08
76 H 5.803 1.236 9.905  0.11
77 H 5.073 2.530 10.826  0.12
78 H 7.657 2.193 7.241  0.10
79 H 6.526 1.055 6.481  0.08
80 H 6.858 0.908 8.185  0.07
81 C 0.403 4.725 -1.570  -0.08
82 C 0.268 3.475 -2.415  -0.22
83 O 0.352 2.293 -1.610  -0.04
84 C -0.690 1.725 -0.984  -0.53
85 C -1.976 2.494 -0.841  0.02
86 O -0.560 0.639 -0.480  0.08
87 H -0.409 4.810 -0.847  0.07
88 H 0.401 5.616 -2.199  0.08
89 H 1.332 4.701 -1.000  0.08
90 H -0.642 3.475 -3.019  0.11
91 H 1.103 3.423 -3.116  0.12
92 H -1.962 3.062 0.088  0.10
93 H -2.791 1.770 -0.808  0.08
94 H -2.187 3.157 -1.678  0.07
95 C 1.920 10.848 -0.846  -0.07
96 C 1.781 9.595 -1.685  -0.23
97 O 1.861 8.417 -0.874  0.00
98 C 0.808 7.861 -0.246  -0.53
99 C -0.467 8.655 -0.115  0.01
100 O 0.920 6.778 0.265  0.09
101 H 1.108 10.940 -0.124  0.07
102 H 1.921 11.737 -1.480  0.08
103 H 2.851 10.822 -0.276  0.09
104 H 0.872 9.595 -2.289  0.11
105 H 2.615 9.536 -2.385  0.12
106 H -0.439 9.228 0.812  0.10
107 H -1.303 7.956 -0.077  0.09
108 H -0.659 9.318 -0.955  0.07

A 2-piece molecular cluster, C2H6NO overall. Source: the Open Molecules 2025 dataset; level of theory: ωB97M-V/def2-TZVPD.

HOMO level in eV: -2.503
LUMO level in eV: 4.62
2S+1: 1
Charge: -1
Energy in eV: -5707.66407
Frontier orbital gap in eV: 7.12
Largest force on an atom in hartree/bohr: 0.00763
ΔE to the lowest compared entry with this formula, charge and spin in kcal per mole: 15.5

Last column: natural (NBO) charge in e.
Positions of all 10 atoms, in Å:
1 C -1.688 -0.209 1.047  -0.18
2 O -0.558 -0.240 0.297  -1.00
3 H -2.509 0.418 0.612  0.08
4 H -2.147 -1.216 1.202  0.08
5 H -1.538 0.215 2.072  0.08
6 C 1.994 -0.011 -1.173  -0.10
7 N 1.428 1.109 -1.043  -0.65
8 H 2.981 -0.055 -1.649  0.11
9 H 1.523 -0.923 -0.796  0.17
10 H 0.514 0.912 -0.570  0.41

An isolated molecule of C2Cl2F2 in a non-equilibrium geometry. Source: the Open Molecules 2025 dataset; level of theory: ωB97M-V/def2-TZVPD.

HOMO level in eV: -9.461
SMILES: F/C(Cl)=C(/F)Cl
LUMO level in eV: 0.73
2S+1: 1
Energy in eV: -32552.41484
Frontier orbital gap in eV: 10.19
Largest force on an atom in hartree/bohr: 0.06813
ΔE to the lowest compared entry with this formula, charge and spin in kcal per mole: 6.2

Last column: natural (NBO) charge in e.
Positions of all 6 atoms, in Å:
1 F 1.190 0.097 -1.317  -0.28
2 C 0.607 0.225 -0.137  0.24
3 Cl 1.457 1.097 1.090  0.02
4 C -0.574 -0.310 0.147  0.23
5 F -1.140 -0.149 1.262  -0.27
6 Cl -1.540 -0.960 -1.046  0.05